[1]
Density functional theory data (ωB97M-V/def2-TZVPD) for a 6-piece molecular cluster, C25H58Br2F3NO9S overall.

Geometry as ORCA input:
```
! wB97M-V def2-TZVPD RIJCOSX def2/J DEFGRID3
* xyz 0 1
Br -0.206 -3.305 -1.974
Br -1.730 -0.518 -1.207
S 4.156 -0.003 -3.423
F -2.048 -3.534 -3.947
F -3.447 -2.364 -2.152
F -2.991 -0.792 -3.526
O -0.765 1.059 1.825
O 2.037 3.790 -3.267
O -0.051 -1.745 3.555
O 2.413 -1.850 -4.010
O 5.196 -0.010 -2.437
O 0.949 1.160 5.039
O 4.378 0.886 -4.526
O 4.200 -3.994 -4.047
O -5.452 0.373 3.071
N 1.521 -0.484 -5.801
C -1.577 2.220 2.002
C 3.194 -4.795 -3.434
C -0.699 3.460 2.088
C 2.676 0.527 -2.588
C -1.821 -2.013 1.958
C -7.460 0.252 4.409
C -6.673 1.045 3.377
C -2.441 2.056 3.242
C 3.796 -1.670 -4.098
C -0.588 -1.729 -4.290
C 6.042 -2.639 -3.464
C 1.732 -1.798 -5.278
C 0.376 -0.452 6.737
C 1.327 4.866 -2.654
C -1.406 -2.548 -3.329
C 2.397 1.022 6.973
C -7.482 1.258 2.106
C 2.026 5.288 -1.370
C 4.532 -2.796 -3.381
C 0.422 -2.536 -5.099
C -2.469 -1.630 -2.637
C -0.460 -2.502 2.414
C 1.202 6.029 -3.627
C -0.467 -3.990 2.732
C 0.974 0.915 6.447
H -0.023 3.387 2.944
H 2.814 2.004 6.751
H 0.702 5.710 -4.541
H 0.358 1.691 6.903
H -2.572 -2.165 2.742
H -1.814 1.942 4.131
H 0.334 4.480 -2.418
H -1.781 -0.948 1.750
H -6.903 1.825 1.376
H -0.641 -0.506 6.343
H 2.920 1.488 -2.160
H -0.754 -4.577 1.859
H -2.215 2.286 1.118
H 6.441 -3.623 -3.249
H -1.301 4.364 2.198
H 0.280 -2.299 1.638
H -6.867 0.105 5.312
H -1.171 -4.205 3.541
H -8.408 1.797 2.311
H 3.039 0.279 6.491
H 3.040 5.636 -1.583
H -3.060 1.163 3.162
H -0.689 -1.892 4.263
H -1.263 -1.232 -4.978
H 4.134 -1.662 -5.130
H 0.346 -0.666 7.806
H -7.712 -0.739 4.020
H 1.484 6.091 -0.868
H 0.661 -3.444 -4.557
H -0.084 3.557 1.193
H 2.191 6.399 -3.908
H 6.374 -2.374 -4.462
H 4.272 -2.798 -2.323
H 2.291 -2.337 -6.039
H 0.519 -4.317 3.064
H 0.885 0.060 -5.233
H 2.110 4.444 -0.685
H 2.337 -4.867 -4.092
H -8.386 0.762 4.680
H -2.150 -2.537 1.059
H 2.434 0.862 8.051
H -6.391 2.011 3.796
H 2.922 4.104 -3.488
H 6.421 -1.976 -2.703
H 1.822 0.551 -3.240
H 2.494 -0.149 -1.761
H -3.095 2.918 3.386
H -7.734 0.298 1.647
H -5.672 -0.488 2.697
H -0.197 0.976 2.603
H 0.065 -2.818 -6.080
H -0.104 -0.949 -3.709
H 2.920 -4.450 -2.445
H 1.480 0.476 4.613
H 2.393 0.019 -5.922
H 3.595 -5.800 -3.327
H 0.637 6.853 -3.189
H 0.960 -1.232 6.241
*
```

Results
SMILES = CO[C@@H](C)[C@@H](O[C@H](N)CC[C@@](F)(Br)C(F)(F)Br)S(C)(=O)=O.CC(C)O.CC(C)O.CC(C)O.CC(C)O.CC(C)O

Calculated atomic charges, method Mulliken, unit e: Br 0.00; Br -0.11; S 1.53; F -0.37; F -0.22; F -0.25; O -0.17; O -0.43; O -0.41; O 0.30; O -0.74; O -0.42; O -0.73; O -0.45; O -0.44; N -0.54; C 0.54; C -0.60; C -1.24; C -0.85; C -0.80; C -1.36; C 0.48; C -1.00; C -0.94; C -0.34; C -1.64; C -0.27; C -1.15; C 0.39; C 0.24; C -1.40; C -1.34; C -1.30; C 0.39; C -0.94; C 0.54; C 0.51; C -1.32; C -1.52; C 0.38; H 0.21; H 0.33; H 0.32; H 0.28; H 0.39; H 0.10; H 0.24; H -0.11; H 0.32; H 0.22; H 0.43; H 0.36; H 0.31; H 0.43; H 0.44; H 0.21; H 0.32; H 0.37; H 0.38; H 0.36; H 0.40; H 0.13; H 0.28; H 0.26; H 0.61; H 0.45; H 0.36; H 0.39; H 0.24; H 0.19; H 0.35; H 0.35; H 0.32; H 0.46; H 0.37; H 0.25; H 0.27; H 0.22; H 0.39; H 0.32; H 0.39; H 0.26; H 0.31; H 0.42; H 0.05; H 0.38; H 0.45; H 0.35; H 0.29; H 0.09; H 0.49; H 0.12; H 0.26; H 0.29; H 0.36; H 0.29; H 0.38; H 0.28



[2]
Density functional theory data (ωB97M-V/def2-TZVPD) for C25H58Cl13NO14 as an isolated structure.

Geometry as ORCA input:
```
! wB97M-V def2-TZVPD RIJCOSX def2/J DEFGRID3
* xyz 0 1
Cl 1.884 -2.505 -5.300
Cl 6.778 0.421 -3.081
Cl 0.112 -0.480 -4.722
Cl 5.092 -1.911 -2.380
Cl -5.796 3.938 -3.712
Cl -0.120 -2.809 -3.014
Cl -3.375 4.543 -0.975
Cl 3.808 0.491 -3.311
Cl -4.940 -4.594 -3.463
Cl -0.923 -2.963 -5.895
Cl -1.417 -6.525 -1.973
Cl -0.588 0.580 -0.577
Cl 5.424 -1.188 -5.103
O 0.652 0.027 -1.131
O -5.383 1.044 2.798
O -3.278 -1.257 -3.352
O -0.339 1.661 0.356
O -1.686 -3.391 0.375
O -5.113 0.371 -0.064
O -1.314 1.020 -1.730
O -1.318 -0.378 0.142
O 1.638 4.388 0.126
O -0.985 2.969 2.989
O 0.116 3.558 5.464
O -5.181 1.033 -3.143
O 1.165 -3.127 0.147
O 1.527 2.813 -2.205
N 3.487 -0.274 2.103
C -5.318 -0.109 -4.006
C 0.223 -2.212 -4.693
C -4.183 1.054 2.059
C 2.101 0.407 2.360
C 4.577 -2.681 2.107
C 4.801 -4.207 4.132
C -4.191 4.555 -3.702
C 0.459 -4.130 0.859
C 5.286 -0.574 -3.485
C -0.166 4.684 4.632
C -3.351 -5.307 -3.400
C 3.813 -0.139 0.559
C -2.795 -5.380 -2.037
C -0.880 -3.589 1.381
C 3.359 -1.755 2.559
C -3.402 3.696 -2.540
C 0.984 4.090 -2.130
C 1.749 4.920 -1.119
C -4.425 1.416 0.571
C 3.682 1.381 3.953
C 4.344 -4.050 2.751
C 2.232 1.123 3.620
C 4.550 0.527 2.986
C -3.991 -0.669 -4.434
C -0.239 4.237 3.154
H -0.413 2.859 5.074
H 5.225 -0.110 3.557
H -4.974 2.328 0.337
H -2.709 -0.632 -2.896
H -4.821 0.762 -2.295
H 3.184 -1.800 3.634
H 0.026 3.793 -1.702
H -4.837 -0.499 0.231
H 4.829 -5.262 4.403
H 3.340 -4.402 2.517
H -3.479 0.228 2.167
H 1.898 3.465 0.078
H -5.224 1.096 3.743
H 4.025 2.410 3.838
H -3.653 1.852 2.578
H -3.477 1.567 0.055
H -2.471 -4.345 -1.923
H 5.820 -3.832 4.230
H -4.313 -1.492 -5.073
H 5.090 1.265 2.393
H -2.362 3.702 -2.867
H 0.762 4.210 2.722
H 1.696 2.064 3.497
H -1.279 -4.223 2.172
H -0.695 4.990 2.511
H 3.754 0.879 0.174
H -3.907 4.450 -4.750
H 0.986 2.177 -1.731
H 5.530 -2.279 2.448
H -2.842 -4.648 -4.104
H 3.104 -0.821 0.090
H 2.809 4.855 -1.361
H 3.848 1.112 4.996
H -5.881 -0.858 -3.448
H 1.516 5.983 -1.183
H 4.556 -2.869 1.033
H -1.071 5.155 5.013
H 4.847 -0.486 0.539
H -6.006 0.089 -4.828
H 2.458 -2.004 1.998
H 1.250 -0.267 2.263
H -1.784 -2.464 0.143
H 1.010 -4.410 1.757
H -3.737 2.698 -2.258
H 0.543 5.496 4.792
H 4.916 -4.752 2.145
H 1.851 0.451 4.389
H -0.709 -2.632 1.875
H 0.418 -5.059 0.291
H -3.370 0.023 -5.002
H -4.319 5.611 -3.463
H 0.925 4.565 -3.109
H 1.945 1.124 1.555
H -3.458 -6.280 -3.878
H 4.112 -3.842 4.894
H -0.820 2.689 2.086
H -3.496 -5.682 -1.260
H 0.690 -2.743 -0.594
*
```

Results of the Mulliken charge analysis, in e, for atoms 1 through 99: Cl -0.07; Cl -0.13; Cl -0.05; Cl -0.05; Cl -0.17; Cl 0.08; Cl -0.22; Cl 0.03; Cl -0.21; Cl -0.12; Cl -0.22; Cl 0.43; Cl -0.07; O -0.29; O -0.58; O -0.08; O -0.01; O -0.31; O -0.57; O -0.19; O -0.56; O -0.46; O -0.46; O -0.55; O -0.28; O -0.23; O -0.52; N 0.60; C -0.60; C 0.04; C -0.26; C 0.08; C 0.20; C -1.26; C -0.43; C -0.17; C 0.17; C -0.67; C -0.05; C -1.09; C 0.00; C -0.38; C -0.52; C 0.97; C -0.01; C -0.46; C 0.68; C -0.89; C -0.44; C 0.09; C -0.45; C -0.31; C -0.12; H 0.33; H 0.29; H 0.40; H 0.02; H 0.01; H 0.26; H -0.06; H 0.31; H 0.42; H -0.02; H 0.15; H 0.14; H 0.32; H 0.33; H 0.19; H -0.63; H -0.17; H 0.30; H 0.32; H 0.41; H -0.01; H 0.15; H -0.22; H 0.31; H 0.50; H 0.36; H 0.32; H 0.14; H 0.30; H -0.13; H 0.23; H 0.26; H 0.33; H 0.30; H 0.44; H 0.06; H 0.29; H 0.51; H 0.38; H -0.07; H 0.25; H 0.28; H 0.19; H -0.70; H 0.34; H 0.46



Here are the calculated Kohn-Sham gap numbers, same order: 0.3684; 0.3323 (Eh).
Here are the calculated strongest force on any atom numbers, same order: 1.7; 5.4 (eV Å⁻¹).
Here are the calculated E_HOMO numbers, same order: -0.352; -0.341 (Ha).